39
Properties=species:S:1:pos:R:3 method="wB97M-V/def2-TZVPD" total_charge=+3 relative_energy_kcal_mol=15.4 spin_multiplicity=1 largest_force_ev_per_a=2.301 energy_ev=-28028.48481
O -2.88 -0.39 1.26
H -2.06 0.06 0.86
H -3.15 -1.18 0.76
H -3.63 0.22 1.42
O 0.12 -2.90 -2.35
H -0.04 -1.97 -1.96
H -0.59 -3.25 -2.92
H 0.36 -3.55 -1.64
O 3.26 -1.16 -0.07
H 3.89 -0.79 0.58
H 3.41 -0.71 -0.96
H 2.32 -0.96 0.25
O -1.60 3.83 0.56
H -1.24 2.89 0.59
H -2.45 3.91 1.05
H -1.78 4.12 -0.35
O -1.99 0.58 -3.03
H -2.69 1.10 -2.60
H -1.26 0.25 -2.37
H -2.44 -0.16 -3.50
C 0.00 0.07 -0.15
O -0.65 1.11 0.27
O -0.12 -0.44 -1.37
O 0.63 -0.61 0.70
O 1.34 2.72 -0.83
H 1.71 2.78 0.06
H 0.57 2.15 -0.76
O 2.99 0.61 -2.05
H 2.07 0.37 -2.21
H 2.96 1.48 -1.62
O 1.07 1.04 3.07
H 0.65 1.90 3.18
H 0.94 0.78 2.15
O -0.67 -3.29 0.95
H -0.24 -2.49 0.64
H -0.03 -3.74 1.52
O 0.37 -1.70 3.94
H 0.32 -1.96 3.02
H 0.52 -0.75 3.91